{
  "formula": "C29H66AlN9O9P",
  "method": "the ωB97M-V functional and the def2-TZVPD basis",
  "e_tot_ev": -78864.6378,
  "total_charge": -1,
  "gap_ev": 5.40,
  "multiplicity": 1,
  "elements": ["C", "C", "C", "Al", "C", "N", "C", "O", "N", "O", "P", "C", "C", "C", "H", "H", "H", "H", "H", "H", "H", "H", "H", "H", "H", "H", "H", "H", "H", "H", "H", "C", "O", "N", "C", "C", "H", "H", "H", "H", "H", "H", "H", "C", "O", "N", "C", "C", "H", "H", "H", "H", "H", "H", "H", "C", "O", "N", "C", "C", "H", "H", "H", "H", "H", "H", "H", "C", "O", "N", "C", "C", "H", "H", "H", "H", "H", "H", "H", "C", "O", "N", "C", "C", "H", "H", "H", "H", "H", "H", "H", "C", "O", "N", "C", "C", "H", "H", "H", "H", "H", "H", "H", "C", "O", "N", "C", "C", "H", "H", "H", "H", "H", "H", "H"],
  "xyz": [[0.31339, 3.02081, -0.04407], [-0.12072, 2.78736, 1.08023], [-0.52302, 2.64827, 2.59423], [-0.01716, 0.79848, 3.36302], [-1.67663, -0.44543, 3.30443], [-1.68484, -1.36758, 2.12993], [-0.81266, -2.54168, 2.33008], [1.38988, -0.02429, 2.43971], [2.59862, 0.21975, 2.97640], [2.91906, -0.74921, 3.62436], [0.41376, 1.11453, 5.66422], [2.25030, 1.47231, 5.97706], [0.09317, -0.54475, 6.59234], [-1.19054, -0.29739, 7.52564], [0.84758, 3.50574, -0.89941], [0.09466, 3.42824, 3.17562], [-1.61195, 2.90072, 2.74222], [-1.59719, -1.07453, 4.24856], [-2.63402, 0.16313, 3.41602], [-1.44023, -0.88566, 1.26329], [0.15667, -2.27845, 2.87048], [-1.32238, -3.35462, 2.94698], [-0.50558, -3.00330, 1.33667], [2.77417, 0.46066, 6.02057], [2.71552, 2.17452, 5.22938], [2.34792, 1.92242, 7.01457], [0.98081, -0.72489, 7.26843], [-0.03553, -1.36014, 5.82497], [-1.85106, 0.45545, 7.00225], [-0.87177, 0.12280, 8.55122], [-1.78742, -1.24372, 7.69688], [0.21001, 6.18082, 2.53175], [0.88936, 5.39643, 3.15836], [-0.60266, 7.12595, 3.07949], [-1.38639, 8.02906, 2.26456], [-0.68490, 7.22977, 4.52389], [0.19890, 6.18602, 1.42916], [-1.09429, 9.05885, 2.48856], [-2.44601, 7.89178, 2.49556], [-1.22448, 7.83479, 1.20404], [0.30879, 7.43881, 4.92686], [-1.03445, 6.27956, 4.93369], [-1.37136, 8.02688, 4.81003], [-0.04722, 1.29705, -3.88316], [-0.48393, 2.16931, -3.15738], [1.10671, 0.61341, -3.67898], [1.56635, -0.41729, -4.59151], [1.90857, 0.92439, -2.50852], [-0.57936, 0.98449, -4.79943], [1.65108, -1.36196, -4.04609], [2.54040, -0.13250, -4.98370], [0.87097, -0.54468, -5.42149], [1.31357, 0.75653, -1.60808], [2.20038, 1.97629, -2.54194], [2.79975, 0.29786, -2.48079], [-2.01634, -2.54345, -6.46491], [-0.97437, -2.21842, -7.01649], [-2.21695, -2.59163, -5.12656], [-3.48777, -2.99120, -4.55353], [-1.12862, -2.23286, -4.23717], [-2.90834, -2.83534, -7.04355], [-3.87855, -2.17229, -3.94568], [-3.33524, -3.87143, -3.92503], [-4.20878, -3.23114, -5.33578], [-0.82372, -1.20873, -4.44385], [-0.28111, -2.89565, -4.42486], [-1.43930, -2.32035, -3.19646], [3.86456, -0.12156, -7.81396], [3.34682, 0.41649, -6.85335], [3.24675, -0.99906, -8.64352], [3.92901, -1.60062, -9.77028], [1.85714, -1.34589, -8.39378], [4.91428, 0.07178, -8.09191], [3.40325, -1.33418, -10.69048], [3.92782, -2.68689, -9.65056], [4.95945, -1.24964, -9.83358], [1.24791, -0.44010, -8.43109], [1.76797, -1.78439, -7.39854], [1.50165, -2.05648, -9.13896], [-1.16316, 1.72376, -10.24492], [-1.03977, 2.23034, -11.34546], [-1.34536, 2.40360, -9.08557], [-1.48423, 1.72562, -7.81135], [-1.40311, 3.85244, -9.12112], [-1.13458, 0.63031, -10.10371], [-2.45431, 1.98087, -7.37778], [-0.68573, 2.05750, -7.14347], [-1.42127, 0.64327, -7.93414], [-2.22708, 4.16396, -9.76710], [-0.46956, 4.23963, -9.53520], [-1.55250, 4.25199, -8.11854], [1.52918, 0.28161, 10.37152], [0.82341, 1.20327, 10.02018], [1.45300, -0.35148, 11.57439], [2.33289, -1.44747, 11.92173], [0.45994, 0.08547, 12.53631], [2.31611, -0.12821, 9.71632], [1.73237, -2.33710, 12.12858], [2.90561, -1.17822, 12.81323], [3.02314, -1.66478, 11.10636], [-0.53508, -0.01464, 12.09694], [0.63061, 1.13724, 12.77723], [0.52088, -0.51310, 13.44524], [-1.48731, -6.09427, -0.33105], [-2.18570, -5.16489, -0.68497], [-1.56152, -6.71974, 0.87276], [-0.69092, -7.82423, 1.21673], [-2.54217, -6.26918, 1.84487], [-0.70924, -6.51747, -0.98908], [-1.29980, -8.70623, 1.43214], [-0.10815, -7.55790, 2.10188], [-0.00974, -8.05246, 0.39644], [-3.54133, -6.36020, 1.41284], [-2.35721, -5.21928, 2.08088], [-2.48041, -6.86545, 2.75498]]
}